(1)
The following is a DFT calculation (the ωB97M-V functional and the def2-TZVPD basis) of C29H38HfN4O2P2 as an isolated structure at a distorted geometry.

Element x y z (Å)
1 Hf -0.18580 0.79245 2.42591
2 C -1.90378 1.77299 -4.09866
3 C -2.05963 0.46830 -3.85474
4 C -1.15199 -0.58501 -4.40159
5 C 0.36451 -0.24202 -4.48247
6 C 0.96816 0.54818 -3.35527
7 C 0.90505 1.87566 -3.20527
8 C 0.49499 2.71848 -4.37435
9 C -0.88252 2.37424 -5.01306
10 C 1.43186 1.60129 3.71638
11 H -2.62895 2.48523 -3.70031
12 H -2.99764 0.11042 -3.42005
13 H -1.48001 -0.83604 -5.43056
14 H -1.25264 -1.50824 -3.80602
15 H 0.87494 -1.21780 -4.47057
16 H 0.58693 0.18830 -5.47159
17 H 1.69062 -0.01843 -2.76177
18 H 1.30956 2.38284 -2.32770
19 H 1.24770 2.61962 -5.18106
20 H 0.47555 3.77782 -4.08939
21 H -1.29258 3.33996 -5.34465
22 H -0.73861 1.78223 -5.92984
23 H 0.96419 2.17018 4.55049
24 H 2.15394 2.29601 3.25672
25 H 2.05194 0.80474 4.18253
26 P 1.60229 -0.29171 0.89781
27 P -1.25730 -1.18325 1.09243
28 N 2.77519 0.87783 0.29437
29 N 2.74395 -1.45168 1.53196
30 N -1.96569 0.34439 0.53790
31 N -2.79387 -1.96463 1.34137
32 C 0.94129 -1.15935 -0.54905
33 C -0.39963 -1.90310 -0.34061
34 C 2.81057 2.24674 0.60428
35 C 3.91584 2.80937 -0.01638
36 C 4.56765 1.76818 -0.75667
37 C 3.83723 0.60318 -0.57177
38 C 3.64231 -1.16925 2.57331
39 C 4.41487 -2.29600 2.81405
40 C 3.95837 -3.32497 1.91884
41 C 2.93199 -2.78161 1.15947
42 C -1.67502 1.69037 1.09900
43 C -2.19583 2.60503 0.12617
44 C -2.70738 1.88117 -0.93630
45 C -2.48353 0.52313 -0.70249
46 C -4.00334 -1.99080 0.62615
47 C -4.90959 -2.78307 1.32577
48 C -4.23512 -3.27619 2.49796
49 C -2.94982 -2.76355 2.48885
50 H 1.72014 -1.82477 -0.94454
51 H 0.76864 -0.36065 -1.27842
52 H -1.00535 -1.83545 -1.26186
53 H -0.21550 -2.97273 -0.11774
54 H 2.06982 2.69261 1.25365
55 H 4.22907 3.84561 0.05575
56 H 5.45983 1.86242 -1.36027
57 H 3.98048 -0.39941 -0.94713
58 H 3.64960 -0.19510 3.03870
59 H 5.21574 -2.37712 3.54114
60 H 4.34582 -4.33036 1.83561
61 H 2.32283 -3.21881 0.38099
62 H -2.03248 1.83348 2.14672
63 H -2.20740 3.67944 0.27026
64 H -3.20787 2.25220 -1.81642
65 H -2.69109 -0.31015 -1.35037
66 H -4.12569 -1.43164 -0.28947
67 H -5.93699 -2.98909 1.04517
68 H -4.66422 -3.91595 3.25484
69 H -2.11707 -2.87514 3.17629
70 C -1.82743 -0.79637 5.85697
71 C -1.31360 -0.26921 4.54618
72 O -0.31988 -0.82515 3.92859
73 O -1.78960 0.80946 4.03705
74 H -1.15076 -1.58930 6.17383
75 H -2.84477 -1.19974 5.77898
76 H -1.82346 0.02936 6.57594

As for the charge: +2. The calculation puts the energy relative to the best compared isomer or geometry (same formula, charge and spin) at 0.0000 eV. The calculation puts the HOMO energy at -13.758 eV. The total energy is -60611.949 eV.

(2)
The following is a DFT calculation (the ωB97M-V functional and the def2-TZVPD basis) of one molecule with the formula C3H7NOS at a distorted geometry.

Element x y z (Å)
1 C 0.93847 -0.75567 -0.67058
2 C 0.66622 -1.75010 0.43160
3 C 0.23574 0.27542 -0.99423
4 N -1.05302 1.23730 1.20288
5 O -1.40570 2.33195 -1.15514
6 S -1.45542 1.03905 -0.56935
7 H 1.97057 -0.82261 -1.17797
8 H 1.17455 -2.62958 0.13612
9 H -0.40632 -1.95452 0.58492
10 H 1.07693 -1.44598 1.35699
11 H 0.66805 0.86316 -1.79524
12 H -0.44500 2.00747 1.12309
13 H -1.96507 1.60411 1.52691

The calculation puts the energy relative to the best compared isomer or geometry (same formula, charge and spin) at 2.7944 eV. The calculation puts the HOMO energy at -9.407 eV. The total energy is -17595.135 eV.

(3)
The following is a DFT calculation (the ωB97M-V functional and the def2-TZVPD basis) of a 4-piece molecular cluster, C24H38FN3OP overall at a distorted geometry.

Element x y z (Å)
1 C 5.62460 0.41773 2.86194
2 C 4.42632 0.08551 1.92083
3 C 4.15835 -1.46888 1.89895
4 C 3.11154 0.88558 2.19820
5 C 3.31494 2.27959 2.85736
6 C 2.34084 0.96400 0.83056
7 O 1.02859 1.41682 0.99314
8 P -0.12507 0.57381 -0.02710
9 C -1.59249 1.05810 1.13125
10 C -1.40697 0.58506 2.60990
11 C -2.11510 -0.75564 2.94179
12 F -3.36516 -0.47243 3.56142
13 H 5.84558 1.49095 2.96707
14 H 6.52964 -0.03783 2.39512
15 H 5.49543 -0.10968 3.82861
16 H 4.74195 0.33754 0.88106
17 H 5.12997 -1.95892 2.11855
18 H 3.84416 -1.75204 0.87619
19 H 3.42958 -1.78380 2.66451
20 H 2.48364 0.29174 2.90089
21 H 4.24984 2.79502 2.56171
22 H 3.40657 2.10800 3.95623
23 H 2.44672 2.95419 2.73745
24 H 2.87515 1.72501 0.20500
25 H 2.42967 -0.03906 0.36814
26 H -0.43378 1.79784 -0.79049
27 H 0.85132 0.26339 -1.05426
28 H 0.14632 -0.65335 0.71792
29 H -1.09615 -0.20358 -0.81488
30 H -2.51176 0.55026 0.75124
31 H -1.81776 2.14675 1.04200
32 H -1.89230 1.35023 3.26219
33 H -0.35609 0.52429 2.94614
34 H -2.35948 -1.32655 2.03112
35 H -1.55050 -1.33806 3.69086
36 N 4.68996 5.09515 -1.83282
37 C 4.33744 5.77841 -2.92633
38 C 3.03809 5.86177 -3.39860
39 C 2.04172 5.19571 -2.70085
40 C 2.38086 4.47895 -1.56531
41 C 3.71104 4.46188 -1.17547
42 H 5.15067 6.28008 -3.44041
43 H 2.81149 6.43274 -4.28977
44 H 1.01309 5.23459 -3.03798
45 H 1.63004 3.94417 -0.99514
46 H 4.02401 3.91712 -0.29175
47 N -0.21509 -3.59151 -0.63878
48 C -1.55201 -3.63712 -0.62921
49 C -2.32132 -3.92609 -1.74534
50 C -1.67290 -4.17745 -2.94296
51 C -0.28888 -4.13314 -2.97825
52 C 0.38659 -3.83921 -1.80513
53 H -2.01552 -3.42852 0.32833
54 H -3.40123 -3.95075 -1.67695
55 H -2.23946 -4.40479 -3.83858
56 H 0.25445 -4.32242 -3.89499
57 H 1.47018 -3.79601 -1.78294
58 N -5.79704 -2.62954 -1.02896
59 C -6.14809 -1.94053 -2.11857
60 C -7.44906 -1.84851 -2.58741
61 C -8.44609 -2.51144 -1.89000
62 C -8.10579 -3.23395 -0.75749
63 C -6.77516 -3.25912 -0.37150
64 H -5.33322 -1.44134 -2.63130
65 H -7.67498 -1.27292 -3.47509
66 H -9.47565 -2.46524 -2.22441
67 H -8.85554 -3.76508 -0.18625
68 H -6.46073 -3.80750 0.50965

As for the charge: -1. The calculation puts the HOMO energy at -3.460 eV. The total energy is -44025.876 eV.

(4)
The following is a DFT calculation (the ωB97M-V functional and the def2-TZVPD basis) of C8H12IO6Ti as an isolated structure at a distorted geometry.

Element x y z (Å)
1 Ti 2.68974 -1.60461 0.06906
2 I 1.93104 -1.73736 -2.59712
3 C -2.14590 -0.71509 1.86483
4 C -1.32684 -1.87219 2.41458
5 C -1.86517 -3.29697 1.96390
6 O -0.66320 -3.95511 1.59659
7 C 0.36235 -3.09315 1.52467
8 O 1.39442 -3.37512 0.96837
9 O -0.03852 -1.87823 1.82921
10 H -2.19547 -0.79779 0.78167
11 H -1.69375 0.22663 2.17868
12 H -3.14996 -0.68699 2.28917
13 H -1.24813 -1.87359 3.50083
14 H -2.58554 -3.25720 1.15424
15 H -2.20813 -3.73942 2.89653
16 C 1.47015 2.53488 -3.29420
17 C 1.34348 2.85568 -1.82027
18 C -0.06101 2.96582 -1.16924
19 O -0.01976 2.10115 -0.05605
20 C 1.14307 1.37997 -0.08999
21 O 1.35566 0.47888 0.65656
22 O 1.90774 1.78838 -1.06380
23 H 2.53611 2.57654 -3.54916
24 H 0.97513 3.21109 -3.98640
25 H 1.29825 1.48262 -3.53966
26 H 1.94851 3.75074 -1.66102
27 H -0.75204 2.55793 -1.91618
28 H -0.40225 3.97249 -0.94579

The calculation puts the energy relative to the best compared isomer or geometry (same formula, charge and spin) at 0.0000 eV. The calculation puts the HOMO energy (alpha / beta) at -4.900 / -7.905 eV. The multiplicity is 4. Its expectation value of S² is 3.7524. The total energy is -51990.540 eV.

(5)
The following is a DFT calculation (the ωB97M-V functional and the def2-TZVPD basis) of a 2-piece molecular cluster, C4H5NS2 overall at a distorted geometry.

Element x y z (Å)
1 C -0.13029 1.45556 0.68433
2 C 2.64143 -1.28259 -0.85989
3 C 1.78866 -1.62144 -0.09345
4 C -1.07464 0.71824 1.14758
5 N 0.42583 2.39772 0.15779
6 S -3.35589 -0.57255 -0.50909
7 S -1.45773 -0.77997 0.21750
8 H 3.38074 -0.71519 -1.16030
9 H 1.37636 2.39802 -0.05051
10 H 1.02834 -2.31504 0.08779
11 H -1.28567 0.51533 2.21405
12 H -3.33713 -0.19810 -1.83580

The structure (SMILES) is N=C=CSS.C#C. The calculation puts the energy relative to the best compared isomer or geometry (same formula, charge and spin) at 4.7970 eV. The calculation puts the HOMO energy at -9.335 eV. The total energy is -27384.919 eV.

(6)
The following is a DFT calculation (the ωB97M-V functional and the def2-TZVPD basis) of C25H32ClEuN2O2S4 as an isolated structure at a distorted geometry.

Element x y z (Å)
1 Eu -1.38124 0.27538 -0.55745
2 C 2.72840 1.13867 -2.45813
3 C 1.99035 0.27739 -3.47655
4 S 1.04803 -1.12221 -2.82389
5 C 2.32654 -2.17930 -2.08030
6 C 2.01368 -2.45272 -0.60174
7 S 1.66727 -0.85356 0.17874
8 C 2.25922 -1.09578 1.86976
9 C 2.68721 0.26831 2.42286
10 S 1.42913 1.55470 2.16484
11 C 2.29539 2.83908 1.21630
12 C 2.86132 2.42924 -0.14015
13 S 1.61161 2.09391 -1.40637
14 H 3.40255 1.82517 -2.98265
15 H 3.33163 0.51090 -1.79858
16 H 2.69464 -0.07852 -4.23356
17 H 1.22047 0.86217 -3.98761
18 H 3.29706 -1.68644 -2.17692
19 H 2.35679 -3.12048 -2.63385
20 H 2.87088 -2.91799 -0.11053
21 H 1.15036 -3.11109 -0.50721
22 H 3.11792 -1.77338 1.85073
23 H 1.48058 -1.54585 2.48940
24 H 3.61649 0.58824 1.94887
25 H 2.86733 0.19100 3.49624
26 H 3.10064 3.24880 1.82927
27 H 1.53682 3.62109 1.11440
28 H 3.44779 1.51347 -0.03363
29 H 3.53134 3.21650 -0.50038
30 O -1.42687 2.39274 0.04802
31 C -1.43058 3.29700 0.93326
32 C -1.13389 4.66413 0.61189
33 C -1.13507 5.64995 1.57118
34 C -1.43220 5.36081 2.91975
35 C -1.71428 4.05122 3.25420
36 C -1.71023 3.01638 2.30881
37 C -1.92906 1.65806 2.79479
38 N -1.83941 0.57873 2.12907
39 C -1.98401 -0.65205 2.88647
40 C -2.83649 -1.65041 2.13499
41 N -2.26180 -1.93641 0.83493
42 C -2.13720 -3.16012 0.52155
43 C -1.73052 -3.67340 -0.78051
44 C -1.54520 -5.05413 -0.92767
45 C -1.28321 -5.63245 -2.15139
46 C -1.25481 -4.79231 -3.28647
47 C -1.44992 -3.43548 -3.18634
48 C -1.65357 -2.79610 -1.91433
49 O -1.75863 -1.54412 -1.79814
50 H -0.91591 4.88147 -0.42913
51 H -0.90871 6.67449 1.28391
52 H -1.43600 6.14335 3.67042
53 H -1.93457 3.79486 4.29122
54 H -2.15340 1.59649 3.87357
55 H -2.40255 -0.47916 3.88721
56 H -0.99150 -1.09507 3.01563
57 H -3.82067 -1.20251 1.98317
58 H -2.97080 -2.55853 2.73976
59 H -2.39987 -3.93168 1.26598
60 H -1.62130 -5.67988 -0.03955
61 H -1.13190 -6.70246 -2.24497
62 H -1.08328 -5.23338 -4.26582
63 H -1.43140 -2.79208 -4.05882
64 Cl -3.31309 1.19456 -2.31504
65 C -1.50121 1.32516 -2.81812
66 H -1.40086 2.39362 -3.02701
67 H -1.49626 0.81203 -3.78841

As for the charge: -1. The calculation puts the HOMO energy (alpha / beta) at -1.927 / -3.672 eV. The multiplicity is 8. Its expectation value of S² is 15.7596. The total energy is -108714.155 eV.